1.
71
Properties=species:S:1:pos:R:3:lowdin_charge:R:1 method="wB97M-V/def2-TZVPD" homo_ev=-9.1 e_tot_ha=-1219.1187 smiles=COC[C@H](C)N.CCO.CCO.CCO.CCO.CCO.CCO charge=0
H -2.73 2.61 -3.27 0.078
N -1.77 1.65 3.82 0.045
H 2.67 -0.06 3.87 0.077
H 0.99 -0.12 -1.06 0.081
O -0.59 -4.85 0.77 -0.102
H -1.69 -1.21 -0.12 0.113
H 0.06 0.49 0.20 0.040
O 4.23 -3.06 4.47 -0.094
H -1.06 -1.67 -1.67 0.105
C -0.46 -5.55 2.03 -0.281
C 1.86 2.88 -2.75 -0.082
H -0.46 0.79 -1.51 0.051
H -4.23 2.96 -2.42 0.112
H 0.48 1.23 -6.84 0.098
O 0.16 -2.13 -0.04 -0.089
H -2.23 -4.71 2.96 0.076
H -1.72 1.53 -4.03 0.023
H 1.82 4.73 -3.96 0.109
C -3.29 2.42 -2.34 -0.310
H 1.66 1.83 -3.01 0.059
H -0.16 0.97 -4.47 0.075
H -1.85 2.13 1.25 0.073
H -1.52 1.10 4.64 0.070
H 2.74 1.27 5.11 0.088
H 2.95 -4.56 4.19 0.108
O 0.89 0.67 4.47 -0.215
H -1.53 0.04 -5.07 0.081
C -1.15 -4.78 3.14 -0.078
C -1.19 1.05 -4.85 -0.065
H -1.50 2.96 -5.83 0.108
H 1.48 1.58 2.71 0.125
C -0.68 1.48 2.88 -0.452
H 0.78 2.63 4.03 0.131
H 2.01 3.03 -5.90 0.055
H -2.50 0.46 -2.03 0.042
H 3.22 -3.67 1.94 0.079
H -0.68 0.45 2.51 0.135
H -1.82 1.60 -6.86 0.109
O -2.60 2.81 -1.16 -0.077
C 2.93 -3.47 4.05 -0.319
H 0.65 3.45 -4.34 0.089
H -0.68 -3.80 3.20 0.069
H -0.86 3.43 1.91 0.083
O 2.51 3.14 -5.08 -0.079
C -0.75 -1.28 -0.69 -0.322
C 0.72 1.67 3.49 -0.204
H -1.99 3.52 -1.38 0.086
O 0.18 2.12 -6.62 -0.091
C 1.69 3.65 -4.05 -0.327
H 2.25 -0.37 5.59 0.086
H -4.06 0.68 -1.37 0.083
C -1.14 1.96 -6.08 -0.297
C -3.46 0.92 -2.26 -0.089
C 2.68 -3.02 2.64 -0.086
H -1.01 -6.47 1.83 0.111
H -0.81 -5.49 0.09 0.082
H 3.09 -2.04 2.39 0.072
H 2.20 -3.11 4.77 0.106
H -0.25 -2.91 0.35 0.039
H 1.64 -3.01 2.29 0.055
H -1.09 -5.36 4.05 0.077
H 2.88 2.90 -2.38 0.076
H 0.59 -5.72 2.26 0.104
H 4.94 -3.44 3.95 0.078
H -0.12 2.19 0.88 0.050
C -0.05 0.07 -0.80 -0.079
H 1.11 3.08 -1.99 0.063
C -0.87 2.37 1.65 -0.079
C 2.23 0.35 4.78 -0.091
H -1.82 2.61 4.16 0.073
H -3.95 0.42 -3.09 0.081

=====

2.
86
Properties=species:S:1:pos:R:3:lowdin_charge:R:1 method="wB97M-V/def2-TZVPD" homo_ev=-10.4 e_tot_ha=-4864.4583 charge=+1
C 3.88 -2.02 -3.16 -0.220
O 3.06 -0.51 1.52 -0.607
H 0.46 3.36 3.28 0.023
H 0.58 -2.89 1.98 0.018
C 0.70 5.13 -1.17 -0.228
S -1.10 1.28 -5.34 0.874
C 0.56 -3.58 2.82 -0.238
S 0.76 4.64 0.60 0.919
C 0.15 2.71 4.10 -0.217
H -1.54 4.79 1.65 0.053
C -3.03 2.96 -0.82 -0.248
H 1.91 -2.67 -1.08 0.015
H -2.98 -2.57 4.11 0.055
H 2.83 0.56 4.20 0.043
C -2.06 -0.13 -4.55 -0.226
O 0.19 0.67 -5.90 -0.581
O 0.56 0.90 2.22 -0.594
H -5.54 1.44 -1.44 0.051
H 1.80 -0.75 4.23 0.002
H 0.19 -4.54 2.44 0.054
C -0.87 -3.74 -3.11 -0.249
C 5.37 -0.68 3.06 -0.222
F 0.71 -0.65 -2.21 0.104
H -6.38 2.50 -2.54 0.057
S -0.47 -2.68 4.07 0.822
S -3.88 2.85 -2.47 0.835
C -0.59 2.09 -3.75 -0.251
H 0.07 2.93 -3.98 0.044
H 1.06 2.57 4.69 0.045
H 6.13 -0.93 2.32 0.053
H -5.79 3.15 -1.01 0.048
H 4.27 -1.07 -3.53 0.052
S 3.65 -1.31 2.67 0.943
H 1.64 4.86 -1.66 0.054
H -1.43 2.48 -3.17 -0.015
C -2.03 1.50 2.65 -0.195
H 2.89 -4.05 -1.40 0.060
S -0.15 -5.30 -2.43 0.850
C 2.88 -3.11 -0.85 -0.218
C -5.57 2.46 -1.82 -0.239
H -0.77 -3.68 -4.19 0.053
H 4.47 -2.85 -3.53 0.056
H -1.49 5.35 0.09 0.032
H 2.87 -2.23 -3.49 0.061
H 5.40 0.41 3.05 0.057
C -2.18 -3.07 3.55 -0.245
H -3.61 3.52 -0.09 0.062
H 3.23 -0.70 5.24 0.069
H -0.30 -2.91 -2.69 0.014
O 0.48 3.13 0.72 -0.606
C -0.92 5.42 1.01 -0.184
H 0.14 -3.87 -0.38 0.001
H -1.39 -0.73 -3.94 0.027
H -2.60 -0.79 -5.24 0.053
H -2.75 0.27 -3.81 0.019
S 4.17 -1.79 -1.34 0.912
H 5.74 -1.05 4.01 0.062
F 0.71 -1.05 0.06 0.106
H -2.39 0.48 2.57 0.044
H -0.54 3.18 4.80 0.063
O -0.18 -3.43 5.40 -0.577
H -2.74 1.95 -0.56 0.040
H 0.01 1.48 -3.07 0.033
H -2.15 -2.79 2.50 0.039
H -1.95 -3.63 -2.95 0.064
H -1.87 1.92 1.66 0.029
H 1.63 -3.60 3.06 0.039
Be 2.04 1.27 0.35 1.117
O -3.85 4.31 -2.93 -0.562
H -2.43 -4.13 3.55 0.061
F -1.28 -1.11 -1.05 0.180
H 0.58 -5.43 0.14 0.046
S -0.39 1.11 3.38 0.884
H -2.69 2.11 3.27 0.068
H 2.79 -3.27 0.23 0.034
B -0.04 -0.57 -1.01 -1.423
C -0.09 -4.92 -0.54 -0.227
H -0.07 4.57 -1.71 0.048
H -0.88 6.49 1.23 0.067
H -2.03 3.35 -1.03 0.012
F -0.27 0.74 -0.63 0.123
H -1.15 -4.94 -0.27 0.049
O -1.21 -6.40 -2.53 -0.581
H 0.61 6.20 -1.32 0.074
C 2.86 -0.53 4.22 -0.204
O 3.58 -0.43 -1.03 -0.614

=====

3.
86
Properties=species:S:1:pos:R:3:lowdin_charge:R:1 method="wB97M-V/def2-TZVPD" homo_ev=-8.2 e_tot_ha=-4872.6784 charge=0
H -4.98 -0.94 -18.17 0.126
H -5.23 -4.75 -25.20 0.076
C -9.39 0.72 -22.18 -0.205
C -5.88 -4.03 -24.71 -0.252
O -4.46 0.87 -22.44 -0.580
H -10.30 0.41 -21.67 -0.031
C -9.57 -3.49 -23.67 -0.300
H -3.79 -5.60 -22.11 0.063
H -4.24 -1.61 -20.65 0.050
S -11.87 -0.77 -21.41 0.949
H -11.91 -1.37 -23.84 -0.051
H -6.29 -4.52 -23.82 0.038
S -4.74 0.84 -20.92 1.006
H -8.94 -2.32 -23.26 -0.079
H -6.10 -4.58 -19.73 0.057
O -10.39 -4.42 -21.19 -0.778
H -7.14 0.83 -21.68 0.033
S -4.09 -3.73 -20.93 0.958
B -7.91 -2.40 -21.13 -1.364
C -10.34 -1.76 -21.53 -0.299
O -3.43 -4.63 -19.94 -0.491
H -8.55 2.77 -18.48 0.062
H -4.51 -4.50 -23.36 -0.015
H -8.52 0.28 -21.68 0.000
O -10.94 -0.53 -23.99 -0.610
H -12.40 -4.16 -23.35 0.031
H -6.71 -3.83 -25.38 0.055
H -6.74 -2.07 -22.72 0.022
H -9.85 -1.66 -22.50 -0.008
F -6.84 -2.74 -20.26 -0.132
H -12.85 -2.53 -22.96 0.024
C -8.51 -1.52 -23.87 -0.270
F -7.78 -3.04 -22.36 -0.243
H -9.62 -3.78 -24.71 0.127
C -8.55 -0.76 -19.18 -0.211
C -5.79 -4.43 -20.76 -0.336
H -7.16 0.96 -20.01 -0.056
C -3.80 -4.59 -22.53 -0.263
C -12.57 -1.48 -22.98 -0.236
H -9.64 -0.70 -19.14 0.108
H -11.76 -5.37 -24.49 0.069
H -8.23 -0.75 -20.22 -0.059
H -6.63 2.35 -21.07 0.076
S -7.76 0.57 -18.19 0.892
H -10.57 -2.81 -21.36 0.051
C -5.91 -1.43 -18.47 -0.288
H -6.48 -3.78 -21.31 -0.041
H -5.95 -5.41 -21.20 0.049
H -8.53 -3.09 -17.85 0.064
H -7.58 -4.64 -17.51 0.074
H -2.80 -4.33 -22.89 0.070
C -7.60 -3.64 -17.95 -0.218
H -10.04 -2.52 -23.49 0.046
S -6.21 -2.69 -17.15 0.933
H -5.42 -0.96 -22.45 0.037
H -5.71 -1.93 -19.42 0.019
H -6.76 -0.76 -18.60 -0.071
H -9.26 1.80 -22.28 0.078
H -8.31 -1.97 -24.84 0.109
C -5.14 -1.00 -20.67 -0.344
H -7.63 -1.17 -23.32 0.065
Rb -8.34 -4.74 -21.13 1.626
C -8.78 1.87 -19.05 -0.202
H -7.33 -3.65 -19.01 -0.028
S -10.15 -4.89 -22.64 0.821
C -11.81 -5.07 -23.45 -0.172
H -5.92 -1.32 -21.36 -0.007
H -8.49 -3.48 -23.52 0.026
C -6.57 1.28 -20.87 -0.253
S -9.53 0.01 -23.91 1.062
H -9.64 -1.37 -20.79 0.041
O -8.36 0.49 -16.80 -0.489
H -13.53 -1.01 -23.21 0.059
O -12.67 -1.25 -20.20 -0.527
H -9.87 1.75 -19.12 0.076
H -5.52 -1.25 -19.68 -0.139
S -4.86 -2.60 -24.25 0.997
C -5.66 -2.00 -22.67 -0.313
H -5.34 -2.61 -21.82 -0.035
H -8.31 -1.70 -18.68 0.029
F -7.92 -1.03 -21.33 0.029
H -8.37 2.01 -20.04 -0.002
H -12.37 -5.80 -22.86 0.064
O -4.96 -3.53 -17.15 -0.530
F -9.08 -2.76 -20.43 -0.131
O -3.46 -3.16 -24.00 -0.590